ORCA calculation (ωB97M-V with the def2-TZVPD basis set) on C4H39NO16 as an isolated structure in a non-equilibrium geometry.

CARTESIAN COORDINATES (ANGSTROEM)
C (-0.87, 1.58, -2.40)
C (0.39, 0.87, -1.98)
N (0.82, -0.23, -2.67)
C (1.83, -1.12, -2.16)
C (0.01, -0.84, -3.74)
O (0.97, 1.14, -0.92)
H (-1.13, 1.31, -3.42)
H (-1.64, 1.42, -1.65)
H (-0.87, 2.69, -2.49)
H (1.49, -2.14, -1.97)
H (2.33, -0.81, -1.24)
H (2.58, -1.33, -2.99)
H (-1.06, -0.77, -3.52)
H (0.20, -0.25, -4.64)
H (0.21, -1.93, -3.76)
H (0.71, -0.66, 0.79)
H (1.56, -1.70, 1.25)
O (1.07, -1.49, 0.43)
H (0.16, -3.62, 2.27)
H (1.43, -3.80, 2.98)
O (0.93, -3.08, 2.55)
H (0.83, 0.30, 2.11)
H (0.85, -1.10, 2.60)
O (0.30, -0.55, 2.02)
H (1.39, 4.59, 1.09)
H (1.01, 3.98, -0.29)
O (0.67, 4.21, 0.60)
H (0.62, 1.52, 0.48)
H (0.92, 2.41, 1.73)
O (1.22, 1.66, 1.21)
H (-3.99, -0.73, 0.22)
H (-2.76, -0.50, 1.22)
O (-3.04, -0.78, 0.33)
H (-3.25, 0.95, 0.01)
H (-2.88, 2.34, 0.10)
O (-3.69, 1.80, 0.14)
H (-2.82, -2.42, 4.38)
H (-1.85, -2.09, 3.28)
O (-2.19, -1.75, 4.12)
H (-1.84, -2.34, -0.50)
H (-0.41, -2.65, -0.13)
O (-1.24, -3.09, -0.43)
H (-1.64, 4.28, -1.20)
H (-1.05, 3.91, 0.19)
O (-1.66, 3.62, -0.49)
H (1.06, 2.58, -2.01)
H (2.57, 3.01, -1.78)
O (1.67, 3.33, -1.93)
H (-1.15, 0.78, 2.37)
H (-2.58, 1.29, 2.93)
O (-2.04, 1.10, 2.16)
H (3.19, -1.87, 0.13)
H (2.93, -3.15, 0.72)
O (3.07, -2.24, 1.03)
H (4.07, 1.67, -0.12)
H (4.30, 0.94, -1.44)
O (4.43, 1.80, -1.01)
H (-2.17, -3.46, 1.25)
H (-2.01, -4.78, 2.08)
O (-1.91, -3.83, 2.12)

## Properties
Largest force on an atom (hartree/bohr): 0.1662
LUMO level (hartree): 0.0067
Frontier orbital gap (eV): 8.949

---

ORCA calculation (ωB97M-V with the def2-TZVPD basis set) on one molecule with the formula C20H24BrN3O4S in a non-equilibrium geometry.

CARTESIAN COORDINATES (ANGSTROEM)
C (-1.84, -1.07, -1.99)
C (-2.50, -0.48, -0.79)
C (-2.82, 0.87, -0.75)
C (-3.42, 1.44, 0.37)
O (-3.70, 2.78, 0.51)
C (-3.29, 3.67, -0.51)
C (-1.78, 3.62, -0.77)
O (-1.31, 3.88, -1.86)
N (-1.08, 3.26, 0.33)
C (0.20, 2.71, 0.39)
C (0.56, 2.03, 1.56)
C (1.77, 1.37, 1.63)
C (2.63, 1.40, 0.54)
S (4.11, 0.38, 0.57)
O (4.46, 0.16, 1.94)
O (5.07, 0.94, -0.33)
N (3.67, -1.09, -0.05)
C (2.81, -1.94, 0.74)
C (1.34, -1.84, 0.29)
N (1.16, -2.04, -1.14)
C (1.27, -3.43, -1.55)
C (2.02, -1.13, -1.88)
C (3.50, -1.22, -1.48)
C (2.31, 2.12, -0.59)
C (1.10, 2.78, -0.67)
C (-3.73, 0.64, 1.46)
C (-3.42, -0.70, 1.44)
C (-2.80, -1.24, 0.33)
Br (-2.35, -3.09, 0.35)
H (-2.42, -1.91, -2.37)
H (-0.85, -1.45, -1.72)
H (-1.73, -0.33, -2.78)
H (-2.59, 1.47, -1.62)
H (-3.57, 4.66, -0.16)
H (-3.81, 3.48, -1.45)
H (-1.63, 3.13, 1.18)
H (-0.13, 2.00, 2.39)
H (2.07, 0.83, 2.51)
H (2.93, -1.64, 1.78)
H (3.16, -2.98, 0.64)
H (0.74, -2.58, 0.83)
H (0.95, -0.84, 0.53)
H (2.26, -3.88, -1.38)
H (0.52, -4.01, -1.01)
H (1.05, -3.49, -2.62)
H (1.91, -1.34, -2.95)
H (1.65, -0.12, -1.69)
H (4.08, -0.42, -1.94)
H (3.91, -2.18, -1.79)
H (3.02, 2.15, -1.40)
H (0.83, 3.34, -1.56)
H (-4.20, 1.09, 2.32)
H (-3.65, -1.33, 2.29)

## Properties
Largest force on an atom (hartree/bohr): 0.0197
LUMO level (hartree): 0.0171
Frontier orbital gap (eV): 8.721
SMILES: Cc1cc(OCC(=O)Nc2ccc(S(=O)(=O)N3CCN(C)CC3)cc2)ccc1Br

---

ORCA calculation (ωB97M-V with the def2-TZVPD basis set) on one molecule with the formula C4H7ClO2 in a non-equilibrium geometry.

CARTESIAN COORDINATES (ANGSTROEM)
C (1.25, 1.01, -0.83)
C (0.96, 0.22, 0.40)
Cl (2.08, -1.20, 0.38)
C (-0.56, -0.30, 0.62)
O (-1.30, 0.87, 0.85)
C (-1.40, -1.24, -0.31)
O (-2.54, -1.02, -0.56)
H (0.87, 0.48, -1.79)
H (2.37, 1.15, -0.97)
H (0.90, 2.02, -0.88)
H (1.27, 0.63, 1.38)
H (-0.77, -1.10, 1.55)
H (-2.23, 0.61, 0.62)
H (-0.89, -2.13, -0.46)

## Properties
Largest force on an atom (hartree/bohr): 0.0594
LUMO level (hartree): 0.0224
Frontier orbital gap (eV): 10.728
SMILES: C[C@H](Cl)[C@@H](O)C=O

---

ORCA calculation (ωB97M-V with the def2-TZVPD basis set) on one molecule with the formula C3H7NO2.

CARTESIAN COORDINATES (ANGSTROEM)
C (1.97, 0.10, -0.12)
N (0.59, 0.46, -0.36)
C (-0.43, 0.02, 0.46)
O (-0.06, -0.05, 1.77)
C (-1.67, -0.25, 0.03)
O (-1.93, -0.30, -1.34)
H (2.62, 0.96, -0.27)
H (2.08, -0.22, 0.92)
H (2.31, -0.72, -0.77)
H (0.30, 0.43, -1.33)
H (-0.76, -0.51, 2.24)
H (-2.49, -0.48, 0.71)
H (-2.48, 0.47, -1.56)

## Properties
Largest force on an atom (hartree/bohr): 0.0070
LUMO level (hartree): 0.0300
Frontier orbital gap (eV): 8.418
SMILES: CN/C(O)=C\O

---

ORCA calculation (ωB97M-V with the def2-TZVPD basis set) on C29H41BF4N3O4SbSi3V as an isolated structure in a non-equilibrium geometry.

CARTESIAN COORDINATES (ANGSTROEM)
V (0.90, -1.16, -0.14)
C (-2.05, 0.31, 3.32)
Sb (-1.92, -0.17, 1.21)
C (-0.20, -1.58, 1.49)
C (0.84, -1.00, 2.37)
C (0.99, -0.94, 3.74)
C (2.18, -0.44, 4.25)
C (3.20, -0.02, 3.38)
C (2.98, -0.09, 2.03)
N (1.82, -0.56, 1.56)
Si (-0.38, -3.51, 1.79)
C (-1.92, -3.80, 2.77)
C (-0.36, -4.48, 0.19)
C (1.20, -3.97, 2.68)
C (-1.14, 1.73, 0.15)
C (0.09, 1.70, -0.69)
C (0.38, 2.78, -1.55)
C (1.58, 2.89, -2.21)
C (2.57, 1.92, -2.02)
C (2.25, 0.87, -1.23)
N (1.04, 0.73, -0.61)
Si (-0.78, 3.06, 1.51)
C (0.64, 2.48, 2.57)
C (-2.38, 3.36, 2.44)
C (-0.14, 4.69, 0.85)
Si (-2.69, 2.25, -0.94)
C (-2.38, 1.67, -2.70)
C (-4.31, 1.61, -0.28)
C (-2.91, 4.11, -1.01)
H (-2.06, -0.65, 3.83)
H (-3.02, 0.79, 3.48)
H (-1.27, 0.95, 3.73)
H (0.20, -1.29, 4.39)
H (2.34, -0.40, 5.32)
H (4.14, 0.34, 3.76)
H (3.74, 0.21, 1.31)
H (-2.75, -3.22, 2.36)
H (-1.81, -3.57, 3.83)
H (-2.20, -4.86, 2.69)
H (-1.33, -4.94, 0.00)
H (0.40, -5.26, 0.25)
H (-0.14, -3.87, -0.68)
H (1.25, -3.60, 3.71)
H (2.07, -3.59, 2.14)
H (1.28, -5.06, 2.71)
H (-0.37, 3.55, -1.67)
H (1.77, 3.74, -2.85)
H (3.55, 1.98, -2.49)
H (2.99, 0.09, -1.03)
H (0.49, 1.50, 3.02)
H (0.80, 3.20, 3.39)
H (1.56, 2.45, 1.98)
H (-3.11, 2.57, 2.28)
H (-2.83, 4.30, 2.13)
H (-2.20, 3.43, 3.52)
H (0.84, 4.59, 0.39)
H (-0.03, 5.37, 1.71)
H (-0.81, 5.18, 0.14)
H (-1.48, 1.06, -2.79)
H (-2.28, 2.52, -3.38)
H (-3.22, 1.06, -3.04)
H (-4.32, 0.54, -0.08)
H (-5.06, 1.80, -1.06)
H (-4.64, 2.15, 0.62)
H (-2.19, 4.62, -1.67)
H (-2.87, 4.59, -0.03)
H (-3.90, 4.30, -1.43)
O (2.91, -3.04, -7.06)
C (3.60, -2.42, -6.25)
O (4.70, -1.90, -6.10)
C (2.73, -2.19, -4.88)
C (1.47, -1.62, -4.95)
C (0.80, -1.35, -3.76)
N (1.32, -1.66, -2.58)
C (2.53, -2.26, -2.55)
C (3.29, -2.54, -3.66)
C (3.01, -2.53, -1.17)
O (4.14, -2.66, -0.84)
O (1.93, -2.48, -0.30)
H (1.01, -1.39, -5.91)
H (-0.19, -0.90, -3.76)
H (4.28, -2.97, -3.57)
F (-3.12, -0.95, -1.79)
B (-2.13, -1.89, -1.65)
F (-2.35, -2.73, -0.57)
F (-1.76, -2.54, -2.79)
F (-0.82, -1.02, -1.26)

## Properties
Largest force on an atom (hartree/bohr): 0.0472
LUMO level (hartree): -0.2392
Frontier orbital gap (eV): 2.905
Total charge: +1

---

ORCA calculation (ωB97M-V with the def2-TZVPD basis set) on one molecule with the formula C3H7N3O.

CARTESIAN COORDINATES (ANGSTROEM)
H (-3.92, 0.22, -0.68)
N (-3.04, 0.69, -0.47)
C (-2.11, -0.17, -0.43)
N (-0.80, 0.19, -0.14)
C (0.14, -0.79, 0.09)
O (-0.10, -1.98, -0.10)
N (1.36, -0.42, 0.62)
C (2.20, 0.70, 0.25)
H (-2.22, -1.25, -0.59)
H (-0.64, 1.14, 0.17)
H (1.83, -1.30, 0.78)
H (1.81, 1.65, 0.64)
H (2.32, 0.77, -0.84)
H (3.18, 0.55, 0.70)

## Properties
Largest force on an atom (hartree/bohr): 0.0093
LUMO level (hartree): 0.0281
Frontier orbital gap (eV): 10.533
SMILES: [H]/N=C/NC(=O)NC